{"formula": "C5H8O", "method": "the ωB97M-V functional and the def2-TZVPD basis", "symbols": ["H", "O", "C", "C", "H", "C", "H", "C", "H", "H", "H", "C", "H", "H"], "xyz": [[-0.355, -1.747, -0.174], [0.139, -2.022, 1.761], [-0.222, -1.216, 0.756], [-0.419, 0.214, 0.965], [0.525, 0.503, 1.475], [0.812, -0.060, -1.863], [-1.084, 2.084, 0.064], [0.121, 1.020, -1.364], [0.782, -1.060, -1.458], [0.132, 1.916, -1.990], [-1.205, 0.378, 1.722], [-0.543, 1.168, -0.149], [1.454, 0.075, -2.730], [0.073, -1.546, 2.604]], "homo_lumo_gap_ev": [6.468, 8.342], "homo_energy_ha": [-0.244, -0.275]}

{"formula": "C7H9NOS3", "method": "the ωB97M-V functional and the def2-TZVPD basis", "symbols": ["O", "H", "H", "H", "C", "H", "N", "C", "C", "H", "S", "H", "H", "S", "C", "C", "C", "H", "C", "H", "S"], "xyz": [[3.581, 1.929, -0.430], [-1.344, 1.899, -0.570], [-5.191, 0.818, 0.657], [1.536, 2.074, -1.302], [1.588, 1.117, -0.884], [1.714, -3.236, 1.401], [2.764, 0.935, -0.271], [-1.792, -0.190, -0.554], [-0.924, 0.931, -0.414], [4.452, 1.593, -0.480], [-1.178, -1.723, -0.755], [-3.740, 1.190, 1.287], [3.826, -1.708, 1.037], [-3.470, 0.064, -0.957], [0.412, -1.077, -0.670], [0.358, 0.328, -0.559], [2.326, -1.860, 0.854], [-4.283, -0.778, 1.474], [-4.184, 0.267, 0.666], [1.658, -0.564, 1.390], [1.892, -2.012, -0.920]], "homo_lumo_gap_ev": 8.447, "homo_energy_ha": -0.305}

{"formula": "C29H47ClN4Ru", "method": "the ωB97M-V functional and the def2-TZVPD basis", "symbols": ["H", "H", "C", "N", "H", "C", "H", "H", "H", "H", "C", "C", "C", "H", "H", "C", "C", "H", "N", "C", "H", "C", "H", "H", "C", "H", "C", "H", "H", "H", "N", "C", "C", "C", "C", "H", "H", "N", "H", "H", "C", "C", "H", "C", "H", "H", "H", "H", "H", "C", "C", "H", "H", "H", "H", "H", "C", "H", "H", "C", "C", "C", "C", "C", "C", "Cl", "C", "H", "H", "H", "H", "H", "H", "H", "C", "H", "H", "H", "H", "Ru", "H", "H"], "xyz": [[-2.468, -4.204, 1.878], [-2.757, 2.202, -4.313], [2.635, -2.421, 3.608], [0.870, -0.419, -2.972], [-2.225, 2.162, 4.664], [1.919, -1.415, -2.648], [-1.974, 3.492, 1.860], [-2.684, 0.268, -1.272], [-0.884, 3.347, 3.260], [1.100, -2.018, 0.520], [-3.573, -5.365, -0.274], [-2.315, -3.614, 0.975], [-1.252, 2.852, -1.287], [-2.922, -6.215, -0.038], [-1.360, -2.012, 2.030], [-1.792, 1.946, -2.375], [2.118, -1.625, 2.424], [1.840, -3.012, 4.080], [0.999, -0.773, 2.894], [3.242, -0.728, 1.919], [2.872, 0.051, 1.241], [-2.981, 1.117, -1.902], [3.732, -2.112, -3.543], [3.736, -0.223, 2.759], [-2.245, 2.798, -3.548], [-0.326, 3.349, -1.607], [1.613, -2.564, 1.346], [-3.278, 1.637, 1.077], [-0.335, 2.793, 1.654], [-3.577, 2.232, 3.536], [-0.715, 1.039, -2.844], [2.563, -0.955, -1.364], [-2.565, -3.338, -1.393], [-1.797, 1.492, 2.633], [-0.278, 0.355, 4.265], [-1.038, 1.254, -4.966], [0.893, -0.623, -5.122], [-0.694, 0.561, 2.978], [0.557, -2.990, -3.290], [-1.412, 3.351, -3.998], [0.078, 0.233, -2.075], [0.771, -0.482, 4.213], [2.477, -3.094, 0.919], [1.257, -2.776, -2.471], [3.183, -1.744, -0.916], [-4.017, -5.535, -1.258], [-3.526, 0.709, -2.764], [3.402, -3.113, 3.243], [0.697, -2.824, -1.528], [0.101, -0.120, 2.109], [-0.505, 0.770, -4.173], [-3.094, -0.002, 1.764], [-0.774, 0.789, 5.116], [3.110, -1.770, 4.352], [-2.015, 3.614, -1.062], [2.406, -1.962, -4.698], [-1.320, -1.685, -0.119], [-4.372, -5.356, 0.476], [3.985, -1.336, 1.388], [0.455, -0.167, -4.250], [-1.850, -2.136, -1.340], [-2.554, 0.907, 1.464], [2.877, -1.485, -3.825], [-1.634, -2.400, 1.053], [-1.202, 2.862, 2.325], [1.533, 1.710, 0.187], [-2.807, -4.080, -0.238], [-1.040, 2.308, -0.354], [3.138, -0.033, -1.499], [-2.937, -3.704, -2.352], [-1.852, 0.627, 0.632], [-3.079, 0.658, 4.188], [-1.716, -1.543, -2.242], [2.024, -3.562, -2.458], [-2.712, 1.630, 3.837], [1.342, -0.897, 5.023], [0.888, -3.285, 1.752], [-3.665, 1.756, -1.330], [3.257, -0.495, -4.115], [0.006, -0.094, -0.013], [-2.969, 3.527, -3.170], [1.732, -0.682, -0.631]], "multiplicity": 5, "total_charge": -2, "homo_lumo_gap_ev": [1.941, 7.060], "homo_energy_ha": [0.089, -0.097]}

{"formula": "C2H7S2", "method": "the ωB97M-V functional and the def2-TZVPD basis", "symbols": ["C", "H", "H", "H", "H", "H", "S", "C", "H", "S", "H"], "xyz": [[-1.164, -1.143, 0.728], [-1.890, -1.213, -0.080], [-0.097, 1.695, -1.015], [-1.260, -0.116, 1.127], [0.473, -1.846, -0.583], [2.099, 2.384, -0.831], [0.377, 0.356, -1.030], [0.229, -1.037, 0.094], [1.071, -0.844, 0.768], [1.413, 3.576, -0.765], [-1.253, -1.813, 1.588]], "total_charge": -1, "homo_lumo_gap_ev": 6.236, "homo_energy_ha": -0.099}

{"formula": "C22H24ClN3O3", "method": "the ωB97M-V functional and the def2-TZVPD basis", "symbols": ["C", "O", "C", "C", "H", "Cl", "C", "H", "H", "O", "C", "C", "C", "H", "H", "H", "C", "N", "C", "C", "H", "O", "C", "H", "H", "H", "H", "H", "N", "C", "C", "H", "C", "H", "H", "H", "H", "C", "N", "C", "H", "H", "H", "H", "H", "H", "C", "C", "C", "H", "C", "C", "C"], "xyz": [[3.236, 0.923, 0.307], [-1.637, -1.385, 1.268], [5.608, -1.735, 1.611], [-1.909, 1.630, 0.805], [-1.100, -2.833, -0.691], [8.129, -2.490, 1.018], [-0.528, -0.943, 1.039], [3.289, -0.772, -1.577], [5.575, 1.050, -1.047], [1.637, 1.537, 2.370], [-0.843, 0.665, 2.827], [1.243, 0.662, 1.629], [1.861, -2.214, -2.198], [-3.671, 0.919, 1.538], [-5.750, 0.973, -0.075], [-0.702, 2.716, 2.189], [-6.933, 1.286, -2.544], [-3.154, 1.134, 0.700], [0.629, -2.816, -1.970], [-0.136, -2.398, -0.905], [2.468, -2.534, -3.032], [-1.167, 1.788, -0.147], [-5.576, 0.684, -2.201], [-1.612, -0.069, 3.075], [5.625, -2.515, 2.355], [-7.664, 1.046, -1.775], [-2.951, 0.855, -1.315], [3.619, -1.118, 2.068], [1.990, 0.221, 0.561], [-3.680, 0.608, -0.539], [-5.042, 1.212, -0.872], [-4.947, 2.299, -0.923], [4.483, -0.948, 1.443], [7.588, -0.337, -0.750], [-6.861, 2.369, -2.621], [-0.249, 0.908, 3.709], [-7.294, 0.899, -3.493], [4.454, 0.056, 0.483], [0.027, 0.041, 1.840], [1.562, -0.777, -0.288], [-3.755, -0.483, -0.466], [-5.663, -0.404, -2.147], [-4.863, 0.920, -2.993], [0.277, -3.599, -2.623], [3.269, 1.742, 1.036], [-2.297, 2.273, 2.850], [0.323, -1.388, -0.059], [-1.465, 1.939, 2.231], [2.327, -1.209, -1.376], [3.210, 1.358, -0.696], [5.582, 0.268, -0.301], [6.720, -1.510, 0.816], [6.715, -0.506, -0.139]], "homo_lumo_gap_ev": 9.163, "homo_energy_ha": -0.322}

{"formula": "C4H8InO2", "method": "the ωB97M-V functional and the def2-TZVPD basis", "symbols": ["H", "C", "In", "H", "H", "C", "H", "O", "H", "H", "C", "H", "O", "H", "C"], "xyz": [[-0.914, 3.163, 1.641], [-1.694, 3.304, 0.878], [-2.518, -1.177, -3.861], [0.464, 0.052, 2.068], [-0.750, 0.021, 1.143], [-2.251, 1.595, -0.884], [-3.284, 1.483, -0.550], [0.130, 0.401, 1.236], [-1.608, 4.357, 0.545], [-0.727, 0.884, -2.261], [-1.782, 0.784, -1.954], [-0.361, 2.504, -0.674], [-2.511, -0.034, -2.552], [-2.696, 3.120, 1.282], [-1.388, 2.462, -0.296]], "total_charge": 3, "homo_lumo_gap_ev": [3.682, 6.852], "homo_energy_ha": [-0.839, -0.839]}

Energy above the lowest of the compared OMol25 structures with the same formula, charge and spin for every record listed, in sequence, given in kcal per mole: 94.01 164.59 0.00 35.69 0.00 0.00.
Calculated total energy for every record listed, in sequence, given in eV: -7358.1788 -43438.2961 -51897.2932 -23857.6673 -46341.7179 -13505.9161.